# C39H35F6N4P2PtSSb

A structure of composition C39H35F6N4P2PtSSb in a non-equilibrium geometry (ωB97M-V/def2-TZVPD, OMol25).

```
89
Properties=species:S:1:pos:R:3:lowdin_charge:R:1
Pt -0.4582 -0.0674 0.2024 0.880
N -1.6188 1.1521 4.5370 0.194
C -1.4754 0.9718 3.2314 -0.718
S -1.3597 -0.6591 2.6487 0.851
N -1.4905 2.0059 2.4259 0.053
N -1.2289 1.9522 1.1643 -0.018
C -1.4692 2.9772 0.3656 -0.093
C -2.2979 4.0918 0.8044 -0.136
C -3.4366 3.8255 1.5922 -0.011
C -4.2812 4.8418 1.9829 -0.025
C -4.0195 6.1557 1.5983 0.007
C -2.8689 6.4412 0.8702 -0.015
C -2.0130 5.4315 0.4793 -0.010
C -0.8789 2.8703 -0.9597 -0.180
C -0.9359 3.8753 -1.9310 0.053
C -0.2233 3.7285 -3.1099 0.025
C 0.4728 2.5543 -3.3335 0.034
C 0.3722 1.5438 -2.3805 -0.132
N -0.2562 1.7067 -1.2348 0.001
H -1.6773 0.3652 5.1669 0.133
H -1.6871 2.0791 4.9300 0.149
H -3.6879 2.8069 1.8515 0.102
H -5.1605 4.6182 2.5681 0.124
H -4.7038 6.9456 1.8690 0.132
H -2.6291 7.4657 0.6267 0.130
H -1.0775 5.6896 0.0090 0.126
H -1.5234 4.7615 -1.7618 0.118
H -0.2258 4.5193 -3.8441 0.138
H 1.0768 2.3965 -4.2138 0.138
H 0.8282 0.5843 -2.5720 0.101
C -0.4056 -3.8365 0.4760 -0.293
C -1.8210 -3.2730 0.4626 -0.358
P -2.0494 -1.7320 -0.5327 0.963
C -3.8240 -1.4302 -0.2991 -0.350
C -4.2712 -0.3221 0.4135 -0.109
C -5.6193 -0.1901 0.6968 -0.049
C -6.5171 -1.1527 0.2515 -0.025
C -6.0728 -2.2417 -0.4872 -0.029
C -4.7281 -2.3800 -0.7757 -0.063
C -1.8508 -2.0746 -2.2986 -0.362
C -1.7549 -3.3496 -2.8508 -0.080
C -1.6293 -3.4845 -4.2227 -0.035
C -1.6030 -2.3624 -5.0416 -0.020
C -1.7187 -1.0908 -4.4939 -0.040
C -1.8400 -0.9459 -3.1267 -0.104
P 0.9210 -2.5292 0.5492 1.183
C 1.3878 -2.1602 2.2637 -0.427
C 1.6355 -3.1547 3.2038 -0.078
C 2.1040 -2.7929 4.4589 -0.029
C 2.3119 -1.4531 4.7805 -0.021
C 2.0385 -0.4593 3.8524 -0.051
C 1.5844 -0.8106 2.5932 -0.223
C 2.3086 -3.4045 -0.2084 -0.345
C 3.4562 -3.7455 0.5078 -0.050
C 4.4320 -4.5134 -0.1100 -0.013
C 4.3295 -4.8542 -1.4548 0.004
C 3.2030 -4.4848 -2.1808 -0.031
C 2.2100 -3.7452 -1.5649 -0.087
H -0.2065 -4.4150 -0.4312 0.087
H -0.2838 -4.5071 1.3311 0.113
H -2.1433 -3.0134 1.4768 0.064
H -2.5300 -4.0199 0.0908 0.108
H -3.5525 0.4160 0.7505 0.056
H -5.9758 0.6526 1.2703 0.114
H -7.5695 -1.0465 0.4711 0.126
H -6.7755 -2.9838 -0.8328 0.127
H -4.3850 -3.2188 -1.3625 0.113
H -1.8074 -4.2311 -2.2310 0.107
H -1.5490 -4.4685 -4.6577 0.125
H -1.5066 -2.4788 -6.1104 0.127
H -1.7214 -0.2221 -5.1358 0.121
H -1.9505 0.0376 -2.6809 0.090
H 1.4723 -4.1991 2.9733 0.120
H 2.3136 -3.5637 5.1887 0.126
H 2.6970 -1.1920 5.7553 0.126
H 2.1956 0.5796 4.0997 0.124
H 1.4455 -0.0471 1.8272 0.052
H 3.5803 -3.4420 1.5369 0.110
H 5.2811 -4.8569 0.4676 0.130
H 5.1347 -5.3822 -1.9420 0.131
H 3.1286 -4.7386 -3.2266 0.125
H 1.3739 -3.3791 -2.1470 0.109
F 1.7556 -0.4287 -0.8309 -0.529
Sb 3.7691 0.2668 -0.7924 1.531
F 4.0133 -1.3473 -1.7744 -0.323
F 3.8059 -0.7666 0.8322 -0.336
F 5.5441 0.7566 -0.6623 -0.290
F 2.8240 1.6384 0.1991 -0.377
F 3.2106 1.1755 -2.3780 -0.336
```

Its spin multiplicity is 2. Its relative energy (zero: lowest compared OMol25 entry of this formula, charge and spin) is 4.268 eV. As for the charge: +3. The LUMO energy (spin up / spin down) is -11.23 / -11.47 eV. The calculation puts the HOMO energy (spin up / spin down) at -16.43 / -16.45 eV. Its orbital gap (spin up / spin down) is 5.195 / 4.986 eV. The expectation value of S² is 0.777.

# C38H33Cl2N3OPZr

A structure of composition C38H33Cl2N3OPZr in a non-equilibrium geometry (ωB97M-V/def2-TZVPD, OMol25).

```
79
Properties=species:S:1:pos:R:3:lowdin_charge:R:1
Zr -0.0746 0.0167 0.2640 1.640
C 1.7784 -4.1002 -0.1620 0.004
C 1.4712 -2.6454 -0.2262 -0.242
N 0.4343 -2.1168 0.3160 -0.067
N -0.4595 -2.8883 1.0513 0.119
C -1.4614 -2.1707 1.4908 -0.457
O -1.6393 -0.9030 1.2129 -0.263
C -2.4676 -2.8233 2.3479 -0.169
C -3.2595 -2.0329 3.1779 -0.025
C -4.2326 -2.6215 3.9699 -0.065
C -4.4278 -3.9952 3.9176 -0.066
C -3.6446 -4.7825 3.0831 -0.068
C -2.6582 -4.2019 2.3048 -0.041
C 2.3547 -1.6939 -0.9393 -0.220
C 3.4273 -2.1191 -1.7044 0.018
C 4.1871 -1.1741 -2.3772 -0.018
C 3.8487 0.1623 -2.2630 -0.014
C 2.7580 0.5066 -1.4829 -0.103
N 2.0314 -0.3925 -0.8288 -0.007
H 1.1338 -4.5772 0.5692 0.077
H 2.8227 -4.2650 0.1042 0.095
H 1.5975 -4.5644 -1.1350 0.106
H -3.1032 -0.9619 3.1975 0.111
H -4.8443 -2.0105 4.6204 0.107
H -5.1974 -4.4543 4.5246 0.109
H -3.8143 -5.8496 3.0290 0.110
H -2.0474 -4.8016 1.6445 0.113
H 3.6544 -3.1723 -1.7847 0.120
H 5.0231 -1.4808 -2.9908 0.122
H 4.4154 0.9326 -2.7657 0.119
H 2.4481 1.5396 -1.3842 0.116
C 1.6765 0.0044 2.0798 -0.181
C 0.5063 -0.0969 2.8565 -0.144
C -0.2119 1.1009 2.7237 -0.155
C 0.5157 1.9636 1.8767 -0.209
C 1.6922 1.2963 1.4864 -0.225
H 2.4710 -0.7239 2.0401 0.118
H 0.2375 -0.9269 3.4920 0.124
H -1.1196 1.3438 3.2533 0.113
H 0.3027 3.0031 1.6894 0.105
H 2.5261 1.7452 0.9722 0.106
C -5.3630 1.5990 0.3202 -0.066
C -4.3802 1.9473 1.2315 -0.065
C -3.0744 2.1429 0.7952 -0.104
C -2.7433 1.9890 -0.5489 -0.394
C -3.7411 1.6271 -1.4580 -0.101
C -5.0413 1.4391 -1.0260 -0.076
P -1.0338 2.3606 -1.0782 1.056
C -1.1453 4.0160 -1.8114 -0.362
C 0.0217 4.5610 -2.3519 -0.105
C -0.0010 5.8090 -2.9494 -0.072
C -1.1888 6.5296 -2.9991 -0.069
C -2.3427 6.0033 -2.4417 -0.064
C -2.3251 4.7497 -1.8421 -0.071
C -0.8192 1.2019 -2.4648 -0.440
C -1.0352 1.4897 -3.8126 -0.084
C -0.7845 0.5108 -4.7587 -0.069
C -0.3228 -0.7391 -4.3513 -0.072
C -0.1137 -1.0074 -3.0079 -0.169
C -0.3421 -0.0441 -2.0198 -0.356
H -6.3870 1.4751 0.6489 0.112
H -4.6266 2.0723 2.2779 0.110
H -2.3205 2.4724 1.4999 0.087
H -3.4966 1.5092 -2.5067 0.110
H -5.8131 1.1773 -1.7391 0.114
H 0.9493 3.9999 -2.3131 0.100
H 0.9052 6.2240 -3.3704 0.109
H -1.2107 7.5037 -3.4694 0.110
H -3.2649 6.5687 -2.4684 0.111
H -3.2308 4.3513 -1.4044 0.103
H -1.3891 2.4688 -4.1172 0.110
H -0.9392 0.7179 -5.8099 0.108
H -0.1186 -1.5012 -5.0936 0.108
H 0.2410 -1.9979 -2.7339 0.092
Cl -4.6854 -3.8043 -0.6135 0.559
C -4.3901 -2.0666 -0.7178 -0.975
Cl -2.8310 -1.6901 -1.4715 0.657
H -4.3832 -1.6503 0.2841 0.018
H -5.1671 -1.6262 -1.3299 0.022
```

Its relative energy (zero: lowest compared OMol25 entry of this formula, charge and spin) is 1.380 eV. As for the charge: +1. The LUMO energy is -3.57 eV. The calculation puts the HOMO energy at -10.92 eV. Its orbital gap is 7.352 eV.

# C37H36CdN3O11P2

A structure of composition C37H36CdN3O11P2 in a non-equilibrium geometry (ωB97M-V/def2-TZVPD, OMol25).

```
90
Properties=species:S:1:pos:R:3:lowdin_charge:R:1
Cd 0.2144 0.4936 0.0158 1.462
O -2.9027 -0.5141 -0.2480 -0.083
C -2.9234 -0.8690 -1.5986 -0.259
C -1.7262 -0.4006 -2.4436 -0.178
N -0.3918 -0.7652 -1.9528 -0.218
C 0.6109 -0.2045 -2.8657 -0.113
C 1.1324 1.2400 -2.5456 -0.687
O 1.3993 1.9412 -3.5095 0.008
O 1.3516 1.5226 -1.3310 -0.168
C -0.1952 -2.2085 -1.8805 -0.104
C 1.0081 -2.5932 -0.9911 -0.637
O 1.3062 -3.7833 -0.9065 0.009
O 1.5721 -1.6396 -0.3774 -0.195
H -2.1216 -0.9210 0.1548 0.006
H -3.8156 -0.3892 -2.0146 0.121
H -3.0556 -1.9616 -1.6934 0.106
H -1.7484 0.6892 -2.4811 0.113
H -1.8851 -0.8052 -3.4600 0.126
H 0.2498 -0.2103 -3.9046 0.123
H 1.5124 -0.8223 -2.8080 0.123
H -0.0533 -2.6633 -2.8751 0.137
H -1.0560 -2.6981 -1.4162 0.116
O -0.7310 -1.6220 1.0818 -0.364
P -0.1103 -2.5043 2.0886 0.773
C 1.6495 -2.9323 1.8833 -0.273
P 2.5698 -1.3654 1.5373 0.717
O 1.8277 -0.0870 1.5511 -0.400
C 3.5704 -1.1901 3.1127 -0.244
C 4.3035 -0.0067 3.1158 -0.095
C 5.0572 0.3714 4.2081 -0.081
C 5.1009 -0.4406 5.3301 -0.097
C 4.3871 -1.6236 5.3399 -0.093
C 3.6279 -1.9920 4.2413 -0.093
C 3.9913 -1.7154 0.4562 -0.265
C 4.3542 -0.8934 -0.5981 -0.053
C 5.4195 -1.2562 -1.4056 -0.071
C 6.1117 -2.4332 -1.1655 -0.094
C 5.7505 -3.2484 -0.1059 -0.085
C 4.6965 -2.8823 0.7103 -0.077
C -0.3283 -1.8011 3.7491 -0.257
C 0.1935 -2.4008 4.8860 -0.082
C -0.0551 -1.8511 6.1293 -0.078
C -0.8450 -0.7181 6.2410 -0.081
C -1.3854 -0.1311 5.1087 -0.076
C -1.1261 -0.6714 3.8623 -0.074
C -1.0119 -4.0927 2.1622 -0.243
C -0.4357 -5.3514 2.0778 -0.066
C -1.2407 -6.4786 2.1171 -0.082
C -2.6132 -6.3539 2.2442 -0.089
C -3.1917 -5.0975 2.3219 -0.076
C -2.3919 -3.9712 2.2789 -0.069
H 1.7491 -3.5883 1.0092 0.052
H 2.0114 -3.4462 2.7696 0.047
H 4.2530 0.6239 2.2381 0.112
H 5.6119 1.2984 4.1953 0.102
H 5.6826 -0.1522 6.1938 0.097
H 4.4182 -2.2713 6.2054 0.098
H 3.0840 -2.9233 4.2981 0.076
H 3.7823 0.0047 -0.7875 0.112
H 5.7024 -0.6304 -2.2396 0.104
H 6.9329 -2.7209 -1.8078 0.097
H 6.2811 -4.1740 0.0752 0.099
H 4.4118 -3.5038 1.5490 0.106
H 0.7792 -3.3052 4.7980 0.101
H 0.3609 -2.3109 7.0140 0.102
H -1.0471 -0.2988 7.2161 0.102
H -2.0081 0.7454 5.1984 0.110
H -1.5351 -0.2310 2.9652 0.105
H 0.6333 -5.4572 1.9701 0.103
H -0.7945 -7.4599 2.0482 0.101
H -3.2342 -7.2368 2.2731 0.100
H -4.2626 -4.9988 2.4163 0.103
H -2.8212 -2.9790 2.3292 0.113
C 1.2890 1.7164 3.9452 -0.003
C 0.1848 2.2921 3.1411 -0.361
N -0.1715 1.9901 1.9116 0.110
C -1.1852 2.8364 1.5685 -0.113
C -1.4642 3.6697 2.6343 -0.081
N -0.5844 3.2947 3.6181 0.174
C -2.4439 4.7531 2.8893 -0.523
O -3.1697 5.1447 1.8837 0.104
O -2.5228 5.2283 4.0089 0.056
C -1.7891 2.7980 0.1862 -0.562
O -2.6121 3.6975 -0.0976 0.031
O -1.4247 1.8796 -0.5641 -0.066
H 1.5297 0.7186 3.5946 0.046
H 1.0178 1.6858 4.9988 0.079
H 2.1838 2.3293 3.8355 0.089
H -0.5499 3.7395 4.5228 0.166
H -2.9632 4.5885 0.9987 0.070
```

Its relative energy (zero: lowest compared OMol25 entry of this formula, charge and spin) is 0.146 eV. As for the charge: -1. The LUMO energy is 2.01 eV. The calculation puts the HOMO energy at -5.93 eV. Its orbital gap is 7.949 eV.